Formula: C14H36B2BrN4O10PS
Source: the Open Molecules 2025 dataset
Level of theory: ωB97M-V/def2-TZVPD

Its gap between HOMO and LUMO is 0.2601 hartree.

```
! wB97M-V def2-TZVPD RIJCOSX def2/J DEFGRID3
* xyz 0 1
C -3.9928 -2.3760 -4.7002
O -3.2281 -3.5816 -4.7778
B -2.1843 -3.7641 -3.9014
O -0.9464 -4.0319 -4.4020
C -2.3449 -3.7428 -2.3128
Br -3.6576 -5.3449 -2.1138
C -1.0913 -4.1150 -1.4875
O -1.0170 -3.3003 -0.3505
P -2.0767 -1.9114 -0.3848
C -3.3480 -2.8175 0.6750
C -4.7759 -2.3646 0.5640
N -5.6055 -2.6623 -0.3460
C -1.0314 -1.3026 1.1527
S -1.6491 -0.2274 2.3772
O -3.0015 -0.4678 2.7702
O -1.3067 1.1307 2.0038
O -3.1923 -0.5127 -0.4354
N -2.5547 0.6501 -0.6617
O -3.2969 1.5401 -0.9014
B -0.8260 -1.0680 -1.6745
N -1.2472 -0.5893 -2.9651
O 0.5352 -1.0049 -1.4033
O -2.8769 -2.5963 -1.8454
H -4.6172 -2.3354 -5.5896
H -4.6269 -2.3707 -3.8142
H -3.3401 -1.5034 -4.6831
H -0.9758 -3.9916 -5.3644
H -0.1887 -4.0940 -2.1055
H -1.1988 -5.1457 -1.1474
H -3.2447 -3.8821 0.4731
H -3.0573 -2.6689 1.7140
H -5.1363 -1.7321 1.3752
H -5.1576 -3.2631 -1.0415
H -0.1107 -0.8304 0.8146
H -0.7564 -2.2160 1.6850
H -0.8799 -0.5371 3.4538
H -2.2444 -0.4523 -3.0548
H -0.7788 0.2525 -3.2781
H 1.0125 -0.7664 -2.2056
C 1.5631 3.9427 3.1105
C 1.8955 2.6046 2.4852
N 2.1535 2.6341 0.9962
C 0.9063 3.1329 0.3308
C 2.3077 1.2118 0.4862
C 3.5104 0.4153 0.9592
C 3.2660 3.5513 0.5665
C 4.6385 3.4043 1.1908
O 4.5875 3.6378 2.5761
C 5.6417 3.0441 3.3230
H 0.6158 4.3406 2.7517
H 1.4576 3.7875 4.1834
H 2.3478 4.6816 2.9626
H 1.0502 1.9226 2.6004
H 2.7616 2.1612 2.9642
H 0.0884 2.4992 0.6617
H 1.0309 3.0562 -0.7465
H 0.7297 4.1671 0.6050
H 2.3031 1.2813 -0.6005
H 1.3856 0.7160 0.7863
H 4.4018 0.6208 0.3705
H 3.2764 -0.6391 0.8148
H 3.7387 0.5573 2.0144
H 2.9042 4.5619 0.7476
H 3.3569 3.4108 -0.5115
H 5.2576 4.1709 0.7058
H 5.0920 2.4383 0.9663
H 6.4757 2.7530 2.6820
H 5.2762 2.1612 3.8544
H 5.9966 3.7699 4.0520
*
```



Formula: C14H36BBrN7O15
Source: the Open Molecules 2025 dataset
Level of theory: ωB97M-V/def2-TZVPD

Its gap between HOMO and LUMO is 0.2184 hartree.

```
! wB97M-V def2-TZVPD RIJCOSX def2/J DEFGRID3
* xyz -1 1
C -1.4815 -2.9145 2.5641
C -1.1045 -2.0979 1.2981
C -0.6091 -0.6818 1.6553
C 0.8360 -0.7617 2.1589
B -0.8769 0.4226 0.4807
Br -2.8273 1.1880 0.8925
C 0.1807 1.6717 0.4335
C 0.2157 2.2958 -0.9173
C -1.0899 3.1765 -1.3503
O 0.4262 3.6141 -1.0699
H -1.3614 -2.2831 3.4465
H -2.5202 -3.2422 2.5276
H -0.8331 -3.7826 2.7030
H -0.3291 -2.6275 0.7425
H -1.9999 -1.9788 0.6864
H -1.2205 -0.3752 2.5074
H 1.0995 0.1336 2.7282
H 1.5405 -0.8253 1.3235
H 0.9898 -1.6245 2.8158
H -0.9721 -0.1337 -0.6027
H 1.2124 1.3071 0.5378
H -0.0317 2.4902 1.1230
H 0.6214 1.6805 -1.7211
H -1.3304 4.0941 -1.8836
H -1.0908 2.5887 -2.3114
C 3.1357 -4.8249 0.5050
N 2.0841 -3.9385 -0.0625
O 2.4348 -2.8739 -0.5284
O 0.9447 -4.3481 -0.0256
H 4.0923 -4.3310 0.3951
H 2.8921 -4.9967 1.5495
H 3.1066 -5.7528 -0.0538
C 3.7136 -4.9741 -3.6595
N 4.1072 -6.1093 -2.7862
O 3.7459 -7.2268 -3.0843
O 4.7787 -5.8369 -1.8076
H 3.1224 -5.3628 -4.4800
H 3.1378 -4.2775 -3.0546
H 4.6326 -4.5162 -4.0093
C -6.9681 2.9254 3.1488
N -6.0420 1.8287 2.7433
O -4.8795 2.1105 2.5660
O -6.5401 0.7274 2.6167
H -6.3951 3.8424 3.2191
H -7.7417 2.9969 2.3906
H -7.3971 2.6467 4.1064
C -4.5338 3.3825 -3.3780
N -3.6240 2.8802 -4.4458
O -2.4704 3.2438 -4.4091
O -4.1014 2.1269 -5.2705
H -3.9610 4.0252 -2.7204
H -5.3404 3.9190 -3.8686
H -4.9120 2.5152 -2.8454
C 8.6619 -3.7254 -3.2793
N 7.2245 -3.6291 -3.6510
O 6.7025 -4.6036 -4.1578
O 6.6653 -2.5826 -3.4208
H 9.0149 -4.7143 -3.5441
H 9.1880 -2.9508 -3.8282
H 8.7281 -3.5501 -2.2101
C 0.5517 7.0042 -0.2014
N -0.3343 8.0678 -0.7482
O 0.1903 9.0604 -1.2167
O -1.5297 7.8793 -0.6906
H 1.5773 7.3286 -0.3266
H 0.2997 6.8772 0.8466
H 0.3613 6.0829 -0.7486
C -2.4016 0.9499 4.6441
N -2.0571 -0.4447 5.0310
O -0.8890 -0.7651 4.9816
O -2.9732 -1.1815 5.3369
H -1.4845 1.4630 4.3832
H -3.0653 0.8911 3.7833
H -2.8962 1.4071 5.4973
*
```



Formula: C14H36BNO6
Source: the Open Molecules 2025 dataset
Level of theory: ωB97M-V/def2-TZVPD

Its structure (SMILES) is COCCOCCOC.COCCOCCOC.BCCN. Its gap between HOMO and LUMO is 0.3470 hartree.

```
! wB97M-V def2-TZVPD RIJCOSX def2/J DEFGRID3
* xyz 0 1
C -0.8384 -3.4980 -1.7926
O 0.3581 -3.0748 -1.1753
C 1.1282 -2.2130 -2.0005
C 1.8742 -1.1840 -1.1711
O 1.0573 -0.1372 -0.6617
C 0.1666 -0.4546 0.4015
C 0.8631 -0.7220 1.7265
O 1.4491 -2.0157 1.7284
C 2.6079 -2.0869 2.5295
H -0.6230 -4.1553 -2.6424
H -1.4179 -4.0521 -1.0563
H -1.4300 -2.6402 -2.1306
H 0.4906 -1.6958 -2.7252
H 1.8538 -2.8302 -2.5451
H 2.5888 -0.6887 -1.8334
H 2.4563 -1.6525 -0.3768
H -0.5029 -1.2702 0.1264
H -0.4551 0.4360 0.5266
H 0.1260 -0.6892 2.5380
H 1.6188 0.0510 1.9000
H 3.3395 -1.3273 2.2318
H 3.0551 -3.0689 2.3821
H 2.3568 -1.9635 3.5888
C -2.6647 0.4511 3.2014
O -2.9655 1.5249 2.3365
C -3.9365 1.1879 1.3571
C -4.8067 2.3830 1.0146
O -5.7709 2.7108 2.0072
C -5.3021 3.3098 3.2099
C -4.8209 4.7407 3.0493
O -3.5342 4.7783 2.4506
C -3.3247 5.9427 1.6819
H -2.1492 -0.3444 2.6515
H -2.0081 0.8208 3.9872
H -3.5746 0.0541 3.6642
H -4.5734 0.3684 1.7067
H -3.4040 0.8615 0.4547
H -5.3909 2.1165 0.1306
H -4.2050 3.2512 0.7452
H -4.5485 2.6879 3.6928
H -6.1715 3.3299 3.8710
H -4.7432 5.2068 4.0399
H -5.5464 5.2998 2.4494
H -4.1098 6.0626 0.9269
H -2.3702 5.8359 1.1687
H -3.2889 6.8307 2.3227
B 7.4200 -2.8387 -4.3239
C 6.4581 -1.6115 -3.9954
C 4.9291 -1.9164 -4.1535
N 4.5914 -3.1757 -4.7995
H 8.2486 -2.6843 -5.1707
H 7.3541 -3.9065 -3.8026
H 6.6659 -1.3029 -2.9582
H 6.7140 -0.7755 -4.6545
H 4.4848 -1.9359 -3.1547
H 4.4695 -1.0979 -4.7083
H 4.7989 -3.9771 -4.2338
H 4.9527 -3.2549 -5.7333
*
```



Formula: C14H36N2O6Rb
Source: the Open Molecules 2025 dataset
Level of theory: ωB97M-V/def2-TZVPD

Its gap between HOMO and LUMO is 0.3694 hartree.

```
! wB97M-V def2-TZVPD RIJCOSX def2/J DEFGRID3
* xyz 1 1
Rb 0.2952 0.6040 0.7919
C 0.5931 -1.1578 -6.2596
O 0.5308 -0.7546 -4.9427
C 0.9615 -1.7248 -4.0176
C 1.1618 -1.0010 -2.6696
N 0.0679 -0.0469 -2.2425
C -1.3480 -0.5434 -2.5499
C -2.4313 0.4471 -2.1444
O -2.4493 0.6967 -0.7528
C -3.5171 1.2946 -0.1521
H 0.3372 -2.2575 -6.3314
H 1.6165 -0.9402 -6.6680
H -0.2339 -0.7172 -6.8106
H 1.7947 -2.3270 -4.3830
H 0.1063 -2.4671 -3.9486
H 2.1064 -0.4138 -2.6318
H 1.2676 -1.6682 -1.8417
H 0.0236 0.7935 -2.7755
H -1.5027 -1.4332 -1.9965
H -1.4219 -0.7378 -3.6574
H -3.3691 0.0379 -2.5357
H -2.2172 1.3466 -2.7193
H -3.3753 1.2790 0.9813
H -4.4946 0.8903 -0.4826
H -3.6367 2.4818 -0.4108
C -1.5908 -0.1708 4.7102
O -0.2683 0.0843 4.1362
C 0.4178 1.1988 4.7835
C 1.7480 1.6303 4.1312
N 1.7479 2.5366 2.9869
C 3.1417 2.5695 2.3830
C 3.0126 3.3331 1.0401
O 2.2218 2.6688 0.0892
C 2.2408 3.3367 -1.1495
H -2.3850 0.4823 4.3290
H -1.5708 -0.2251 5.8048
H -1.8265 -1.2011 4.2465
H 0.6411 1.0380 5.8424
H -0.2678 1.9675 4.6731
H 2.3524 0.7641 3.8785
H 2.4012 1.9794 4.8826
H 1.5252 3.5087 3.2756
H 3.4319 1.5394 2.1223
H 3.9476 3.0874 2.9463
H 3.9987 3.4404 0.6623
H 2.6606 4.3432 1.2416
H 3.2702 3.5259 -1.4886
H 1.6696 4.3000 -1.0156
H 1.7446 2.6878 -1.8409
C -1.7566 -3.0587 0.8019
C -1.8019 -4.5374 0.4249
O -1.2150 -5.2854 1.5581
O -0.4779 -2.6614 1.2284
H -2.5110 -2.9029 1.6203
H -2.0507 -2.5605 -0.1277
H -1.2311 -4.7257 -0.4458
H -2.8993 -4.7962 0.2712
H -1.0244 -6.2125 1.3068
H -0.1618 -3.3653 1.8423
*
```



Formula: C14H37Br2FO12P2S
Source: the Open Molecules 2025 dataset
Level of theory: ωB97M-V/def2-TZVPD

Its structure (SMILES) is CCSC[C@]1(O)OC(=O)[C@@](P(C)C)(P(=O)(O)O)[C@]1(CCF)[C@@H](Br)[C@H](C)Br.O.O.O.O.O.O. Its gap between HOMO and LUMO is 0.3086 hartree.

```
! wB97M-V def2-TZVPD RIJCOSX def2/J DEFGRID3
* xyz 0 1
C 0.2065 -0.1124 5.2885
C -1.2565 -0.4256 4.9045
S -1.9174 0.5549 3.5225
C -0.6697 0.6099 2.1846
C -1.3563 0.3401 0.7943
O -2.0887 1.5444 0.5997
O -2.4293 -0.5870 0.8937
C -2.3132 -1.6728 0.0713
O -3.2081 -2.3798 -0.1229
C -0.8653 -1.7118 -0.4979
P -0.0430 -2.9268 0.7413
C -0.4386 -2.5128 2.5011
C -0.9419 -4.5362 0.5117
P -0.6124 -2.6427 -2.0811
O 0.4882 -3.5775 -1.9912
O -0.3397 -1.6962 -3.3420
O -1.9458 -3.4512 -2.4492
C -0.5371 -0.2065 -0.4217
C -0.9205 0.6302 -1.6595
C -2.3520 0.4805 -2.1408
F -2.6454 -0.7330 -2.7548
C 0.9841 0.0303 -0.1313
Br 2.1394 -0.7073 -1.5580
C 1.3900 1.5269 -0.0153
C 1.9293 2.1935 -1.2835
Br 2.7784 1.6782 1.3810
H 0.6743 -1.0336 5.6365
H 0.7840 0.2411 4.4341
H 0.2553 0.6555 6.0563
H -1.3642 -1.4981 4.7662
H -1.8892 -0.1700 5.7538
H -0.3456 1.6452 2.1573
H 0.2157 0.0192 2.3929
H -1.4820 2.2738 0.4138
H -0.4782 -3.4675 3.0286
H -1.3922 -2.0186 2.6844
H 0.4083 -1.9813 2.9261
H -1.2667 -4.9193 1.4713
H -1.8391 -4.4302 -0.0939
H -0.2845 -5.2422 0.0113
H -0.9715 -1.8960 -4.0511
H -1.7438 -4.3752 -2.2287
H -0.2247 0.4622 -2.4758
H -0.8086 1.6913 -1.4467
H -3.0994 0.6439 -1.3684
H -2.5323 1.2682 -2.8788
H 1.3034 -0.5250 0.7393
H 0.5647 2.1335 0.3473
H 2.9868 2.0210 -1.4230
H 1.8478 3.2720 -1.1291
H 1.3598 1.9747 -2.1797
O 4.3138 0.8764 -3.6312
H 3.5711 1.0199 -4.2300
H 3.9946 0.2155 -3.0021
O -3.6102 -5.8328 0.9033
H -4.0621 -5.0054 0.6953
H -4.0885 -6.1779 1.6654
O 3.7568 3.8968 -3.0376
H 4.1818 3.2017 -3.5604
H 3.8543 4.6932 -3.5733
O 3.8642 2.6454 -5.7425
H 4.3264 2.0983 -6.3881
H 3.2276 3.1460 -6.2653
O 4.7176 6.8874 -2.7613
H 5.4464 6.7025 -2.1587
H 4.1789 7.5341 -2.2928
O -3.7713 2.5686 6.0405
H -3.3731 1.9902 5.3792
H -4.4471 3.0528 5.5541
*
```



Formula: C14H37BrCuO13S4
Source: the Open Molecules 2025 dataset
Level of theory: ωB97M-V/def2-TZVPD

The expectation value of S² is 0.760. Its gap between HOMO and LUMO (spin up / spin down) is 0.2533 / 0.2043 hartree.

```
! wB97M-V def2-TZVPD RIJCOSX def2/J DEFGRID3
* xyz 0 2
Cu -0.0030 -0.1770 1.2778
Br 2.1247 -0.0837 2.9653
C -3.4229 -2.3443 3.3818
C -3.1348 -1.0014 2.7674
O -1.8285 -0.6507 2.3903
H -4.4608 -2.5625 3.6335
H -2.7152 -2.4882 4.1982
H -3.1364 -3.0472 2.5996
H -3.5444 -0.2432 3.4348
H -3.7937 -1.0872 1.9034
O 2.2998 -2.4411 -1.7699
S 2.2772 -0.9876 -1.5089
O 1.5381 -0.4964 -0.3669
O 3.8111 -0.4326 -1.3086
C 4.7048 -0.7669 -2.2965
C 5.8050 0.2980 -2.2123
C 1.7236 -0.1501 -3.0634
H 4.3359 -0.6726 -3.3178
H 4.9531 -1.8253 -2.2176
H 6.6174 0.2603 -1.4866
H 5.2869 1.2558 -2.1641
H 6.3857 0.2165 -3.1312
H 2.1821 -0.7749 -3.8299
H 2.0827 0.8767 -3.1317
H 0.6472 -0.3189 -3.0315
O -1.2194 0.4669 -0.5436
S -1.9635 1.4360 -1.3420
O -3.0861 2.3039 -0.8565
O -0.7798 2.4385 -1.9377
C -1.1878 3.4843 -2.7943
C 0.0766 4.2508 -3.3183
C -2.4966 0.6739 -2.9226
H -1.8788 4.2315 -2.4042
H -1.6094 3.0227 -3.6872
H 0.8203 3.5989 -3.7766
H 0.6140 4.8418 -2.5766
H -0.3206 4.9561 -4.0484
H -2.9221 1.4246 -3.5886
H -3.1760 -0.1504 -2.7057
H -1.6070 0.3277 -3.4488
O 1.2286 3.9763 2.6586
S 0.1053 3.3856 2.0334
O 0.0826 2.0189 1.5914
O -1.2074 3.5927 3.0436
C -2.3498 2.7339 2.7873
C -3.6221 3.4522 2.5014
C -0.5066 4.3958 0.6346
H -2.4742 2.0937 3.6607
H -2.2595 2.0827 1.9179
H -4.4298 2.7230 2.5646
H -3.6774 3.8723 1.4971
H -3.7264 4.2883 3.1929
H -0.7688 5.4211 0.8957
H -1.3809 3.9241 0.1860
H 0.3287 4.4634 -0.0623
O 0.1976 -2.3609 0.9935
S -0.3434 -3.7097 1.1597
O -1.7290 -3.9971 0.8087
O 0.6110 -4.8755 0.4382
C 1.9827 -4.9481 0.8074
C 2.5542 -5.7997 -0.4110
C -0.2637 -4.2271 2.9441
H 2.0340 -5.4484 1.7745
H 2.4123 -3.9465 0.7884
H 3.5894 -6.1228 -0.3008
H 2.6304 -5.1023 -1.2452
H 1.9126 -6.6535 -0.6287
H 0.7153 -4.0114 3.3722
H -0.6107 -5.2337 3.1776
H -1.0345 -3.6497 3.4546
*
```



no.,electronic energy (eV)
1,-133055.4958
2,-126942.3110
3,-29548.3140
4,-31014.0817
5,-211905.2804
6,-199752.8602